P) Entry from OMol25: a cluster of 2 separate species, C6H13NO in total (the ωB97M-V functional and the def2-TZVPD basis).

LUMO (eV): -1.4
Kohn-Sham gap (eV): 7.4
M (g mol⁻¹): 115.18

Bonds (Å) are listed after each position.
Geometry (Å):
1 C -1.62785 -0.79921 -0.00826  C2 1.507, C3 1.420, H9 1.089
2 C -2.72866 -0.63781 -1.02498  C1 1.507, H11 1.112, H12 1.104, H13 1.095
3 C -0.96625 0.35697 0.48396  C1 1.420, N4 1.426, O8 1.252
4 N 0.07841 0.17757 1.43783  C3 1.426, C5 1.468, H14 1.022
5 C 1.20894 -0.62604 0.95774  N4 1.468, C6 1.578, H15 1.102, H16 1.103
6 C 1.64328 -0.22884 -0.50615  C5 1.578, C7 1.551, H17 1.124, H18 1.097
7 C 2.49763 1.06432 -0.44878  C6 1.551, H19 1.097, H20 1.112, H21 1.095
8 O -1.05507 1.53618 0.07238  C3 1.252
9 H -1.60666 -1.75342 0.51548  C1 1.089
10 H -2.56927 0.54819 1.17174  no bonds
11 H -3.76383 -0.62123 -0.61903  C2 1.112
12 H -2.81551 0.39475 -1.40493  C2 1.104
13 H -2.72579 -1.33384 -1.87037  C2 1.095
14 H 0.31146 1.15690 1.61607  N4 1.022
15 H 1.99084 -0.46979 1.71902  C5 1.102
16 H 0.94876 -1.69559 1.02308  C5 1.103
17 H 2.22605 -1.11728 -0.87286  C6 1.124
18 H 0.73952 -0.03569 -1.09693  C6 1.097
19 H 3.44826 0.83560 0.04768  C7 1.097
20 H 1.98153 1.77673 0.23101  C7 1.112
21 H 2.78423 1.47155 -1.42372  C7 1.095


Q) Entry from OMol25: a cluster of 2 separate species, C6H13NO in total (the ωB97M-V functional and the def2-TZVPD basis).

LUMO (eV): 0.6
Kohn-Sham gap (eV): 8.3
M (g mol⁻¹): 115.18

Bonds (Å) are listed after each position.
Geometry (Å):
1 C 0.88223 -1.88750 1.79238  C4 1.495, H8 1.094, H9 1.081, H10 1.097
2 N 1.33040 0.76267 0.44826  C3 1.405, H11 1.006, H12 1.013
3 C 0.06398 0.22284 0.73145  N2 1.405, C4 1.331, C7 1.468
4 C -0.17737 -0.96578 1.27856  C1 1.495, C3 1.331, H13 1.086
5 C -2.82648 1.72510 -1.38611  C6 1.507, H14 1.082, H15 1.095, H16 1.080
6 C -1.83176 0.76269 -0.78937  C5 1.507, C7 1.321, H17 1.090
7 C -1.02525 1.06056 0.21350  C3 1.468, C6 1.321, H18 1.087
8 H 1.89267 -1.61353 1.47535  C1 1.094
9 H 0.72464 -2.91751 1.50356  C1 1.081
10 H 1.05274 -1.81030 2.87318  C1 1.097
11 H 1.24362 1.42994 -0.29962  N2 1.006
12 H 2.00808 0.04325 0.22671  N2 1.013
13 H -1.20476 -1.29816 1.39347  C4 1.086
14 H -2.41354 2.68360 -1.67087  C5 1.082
15 H -3.57723 1.91926 -0.61244  C5 1.095
16 H -3.40069 1.26091 -2.17476  C5 1.080
17 H -1.83205 -0.25759 -1.17355  C6 1.090
18 H -1.01868 2.07836 0.59637  C7 1.087
19 H 4.06180 -0.71174 -1.41284  O21 0.972
20 H 2.95335 -1.72063 -1.52335  O21 0.965
21 O 3.09428 -0.76644 -1.48987  H19 0.972, H20 0.965


R) Entry from OMol25: an isolated molecule of C6H13NO (the ωB97M-V functional and the def2-TZVPD basis).

LUMO (eV): 1.0
Kohn-Sham gap (eV): 9.7
M (g mol⁻¹): 115.18

Bonds (Å) are listed after each position.
Geometry (Å):
1 O -2.08206 -3.36194 -2.17279  C2 1.202
2 C -2.05212 -2.43944 -1.40244  O1 1.202, C3 1.521, H9 1.109
3 C -1.20894 -1.18354 -1.56445  C2 1.521, N4 1.453, H10 1.090, H11 1.091
4 N -0.41814 -1.11031 -0.34791  C3 1.453, C5 1.454, H12 1.009
5 C -0.44070 0.01505 0.57223  N4 1.454, C6 1.534, H13 1.091, H14 1.086
6 C 0.69013 1.02511 0.34073  C5 1.534, C7 1.543, C8 1.514, H15 1.095
7 C 0.45847 2.21803 1.29135  C6 1.543, H16 1.095, H17 1.092, H18 1.093
8 C 2.08351 0.45335 0.49875  C6 1.514, H19 1.096, H20 1.090, H21 1.093
9 H -2.46119 -2.61016 -0.38605  C2 1.109
10 H -0.59555 -1.23843 -2.46349  C3 1.090
11 H -1.89195 -0.33284 -1.57921  C3 1.091
12 H 0.51664 -1.45463 -0.51079  N4 1.009
13 H -0.25282 -0.40780 1.56040  C5 1.091
14 H -1.38879 0.53513 0.47345  C5 1.086
15 H 0.55830 1.44441 -0.66272  C6 1.095
16 H -0.61093 2.37851 1.46123  C7 1.095
17 H 0.89411 2.04392 2.27790  C7 1.092
18 H 0.83003 3.16868 0.90112  C7 1.093
19 H 2.79666 1.21160 0.84173  C8 1.096
20 H 2.40837 -0.05096 -0.41117  C8 1.090
21 H 2.16697 -0.30375 1.28213  C8 1.093


S) Entry from OMol25: a cluster of 2 separate species, C6H13NO in total (the ωB97M-V functional and the def2-TZVPD basis).

LUMO (eV): 0.9
Kohn-Sham gap (eV): 8.6
M (g mol⁻¹): 115.18

Bonds (Å) are listed after each position.
Geometry (Å):
1 C 0.54420 -1.87236 1.87449  C2 1.561, H8 1.095, H9 1.096, H10 1.087
2 C -0.57086 -0.78041 1.87926  C1 1.561, C5 1.509, H11 1.095, H12 1.087
3 N 1.01237 1.36411 0.57214  C4 1.380, H13 1.008, H14 1.010
4 C -0.22163 0.93244 0.13076  N3 1.380, C5 1.345, C7 1.480
5 C -0.83879 -0.19980 0.51258  C2 1.509, C4 1.345, H15 1.077
6 C 0.09993 1.64903 -2.22855  C7 1.331, H16 1.074, H17 1.095
7 C -0.67607 1.50286 -1.15657  C4 1.480, C6 1.331, H18 1.098
8 H 1.11128 -1.86183 2.81156  C1 1.095
9 H 0.13936 -2.88540 1.76517  C1 1.096
10 H 1.24053 -1.66330 1.06574  C1 1.087
11 H -0.11653 0.02938 2.46051  C2 1.095
12 H -1.45653 -1.24759 2.30244  C2 1.087
13 H 1.49591 1.02752 1.38979  N3 1.008
14 H 1.37001 2.29775 0.43224  N3 1.010
15 H -1.81920 -0.35071 0.09434  C5 1.077
16 H 0.03034 2.32138 -3.06309  C6 1.074
17 H 1.11574 1.24133 -2.23759  C6 1.095
18 H -1.57975 2.12560 -1.18333  C7 1.098
19 H 0.59670 -1.77901 -0.81612  O21 0.956
20 H 0.46917 -2.11394 -2.38372  O21 0.973
21 O 0.03827 -1.74966 -1.59119  H19 0.956, H20 0.973


Most stable: R). Least stable: P).